Record 1
A molecular structure, C6H9CdO6P. Source: the Open Molecules 2025 dataset; level of theory: ωB97M-V/def2-TZVPD.

Calculated values
2S+1: 1
net charge: +2
DFT total energy: -32488.485 eV
HOMO level: -18.04 eV
Kohn-Sham gap: 9.49 eV
largest force on an atom: 0.093 hartree/bohr

Positions of all 23 atoms, in Å:
O -4.145 0.486 -1.441
C -3.018 0.493 -1.621
Cd -0.586 0.399 -1.768
C -0.193 2.713 -2.237
C -0.067 -0.888 -3.583
O 0.074 3.818 -2.360
O 0.240 -1.619 -4.411
C 2.455 1.767 0.579
O 1.148 1.493 1.122
P 0.233 0.232 0.672
O 1.070 -1.026 1.270
C 1.045 -2.407 0.843
O -0.990 0.422 1.740
C -1.994 -0.610 1.870
H 2.883 2.541 1.220
H 2.408 2.170 -0.443
H 3.112 0.886 0.572
H 1.496 -2.510 -0.159
H 1.651 -2.957 1.578
H 0.013 -2.797 0.821
H -2.130 -1.228 0.965
H -1.748 -1.263 2.718
H -2.958 -0.118 2.051

Record 2
A molecular structure, C6H9Cl2GdInO4P. Source: the Open Molecules 2025 dataset; level of theory: ωB97M-V/def2-TZVPD.

Calculated values
energy relative to the best compared isomer or geometry (same formula, charge and spin): 108.6 kcal/mol
2S+1: 8
expectation value of S²: 16.11
net charge: +4
DFT total energy: -74847.669 eV
HOMO level (spin up / spin down): -24.13 / -24.59 eV
Kohn-Sham gap (spin up / spin down): 8.81 / 4.70 eV
largest force on an atom: 0.165 hartree/bohr

Positions of all 24 atoms, in Å:
Gd 2.638 -0.394 -3.275
In 0.954 0.097 -0.799
Cl 4.011 0.513 -1.307
Cl 0.835 -2.069 -3.342
C -0.741 1.362 -2.290
C 4.858 -1.517 -4.023
C 3.664 -1.082 -5.502
O -1.840 1.665 -2.423
O 5.894 -2.006 -4.289
O 3.910 -1.492 -6.571
C -1.984 -1.291 2.282
P -1.385 0.364 2.019
C -2.802 1.391 1.708
C -0.609 0.942 3.514
O -0.406 0.430 0.867
H -2.728 -1.254 3.086
H -1.157 -1.948 2.575
H -2.443 -1.681 1.366
H -3.442 1.396 2.600
H -2.486 2.416 1.484
H -3.364 0.990 0.856
H -0.157 1.930 3.349
H -1.386 1.009 4.287
H 0.166 0.230 3.825

Record 3
A molecular structure, C6H9Cl2GdO3PTi. Source: the Open Molecules 2025 dataset; level of theory: ωB97M-V/def2-TZVPD.

Calculated values
energy relative to the best compared isomer or geometry (same formula, charge and spin): 0.0 kcal/mol
2S+1: 9
expectation value of S²: 20.32
net charge: +4
DFT total energy: -90745.134 eV
HOMO level (spin up / spin down): -23.13 / -23.38 eV
Kohn-Sham gap (spin up / spin down): 5.62 / 2.77 eV
largest force on an atom: 0.204 hartree/bohr

Positions of all 23 atoms, in Å:
Gd -1.002 -0.455 -4.694
Ti 0.262 1.211 -0.150
Cl 0.026 -0.540 -2.294
Cl -0.970 3.023 -0.385
C 1.851 1.746 0.840
C 0.820 -1.325 -5.700
C 0.472 1.157 -5.179
O 2.779 2.161 1.444
O 1.867 -1.578 -6.147
O 1.417 1.824 -5.335
C -0.096 0.328 3.452
P -0.134 -0.113 1.695
C 0.314 -1.873 1.661
C -1.874 -0.045 1.167
H 0.950 0.331 3.791
H -0.671 -0.408 4.034
H -0.527 1.331 3.589
H -0.519 -2.463 2.071
H 0.521 -2.182 0.627
H 1.215 -2.023 2.275
H -2.215 -1.072 0.986
H -2.452 0.387 1.994
H -2.033 0.577 0.260

Record 4
A molecular structure, C6H9Cl4NO2. Source: the Open Molecules 2025 dataset; level of theory: ωB97M-V/def2-TZVPD.

Calculated values
energy relative to the best compared isomer or geometry (same formula, charge and spin): 35.4 kcal/mol
2S+1: 1
DFT total energy: -62037.706 eV
HOMO level: -10.18 eV
Kohn-Sham gap: 10.27 eV
largest force on an atom: 0.083 hartree/bohr

Positions of all 22 atoms, in Å:
C -2.823 -0.321 1.364
C 3.115 0.477 -1.579
C -0.786 -0.496 0.080
C -1.904 0.436 0.476
C 1.835 -0.255 -1.130
C 0.808 0.595 -0.377
N -1.172 -1.482 -1.087
O -1.222 -2.632 -0.758
O -1.465 -0.993 -2.111
Cl -2.847 1.081 -0.982
Cl 2.222 -1.647 -0.059
Cl 0.083 1.925 -1.303
Cl 1.346 1.127 1.129
H -3.348 -1.272 0.934
H -2.203 -0.712 2.101
H -3.471 0.334 1.983
H 2.566 1.360 -1.970
H 3.702 0.542 -0.605
H 3.603 0.035 -2.470
H -0.645 -1.123 0.980
H -1.565 1.361 0.911
H 1.178 -0.846 -1.941

Among the records above, which one has the highest DFT total energy? C6H9CdO6P